Computed, not measured: a structure of composition C25H29AuBrGeN4O4, with ωB97M-V/def2-TZVPD.

Summary:
ΔE to the lowest compared entry with this formula, charge and spin: 17.3 kcal per mole
E_LUMO (spin up / spin down): 2.61 / 2.57 eV
E: -6276.5914 hartree
Kohn-Sham gap (spin up / spin down): 6.5 / 7.2 eV

The geometry in ORCA input format:
```
! wB97M-V def2-TZVPD RIJCOSX def2/J DEFGRID3
* xyz -1 3
Au -0.08 2.02 0.57
O 2.24 -2.17 3.73
C 3.34 -1.38 3.48
C 4.60 -1.73 3.96
C 5.69 -0.91 3.70
C 5.52 0.26 2.98
C 4.25 0.60 2.51
C 3.15 -0.21 2.75
C 1.76 0.23 2.26
O 1.84 1.42 1.63
N 1.25 -0.91 1.39
N 0.47 -0.63 0.36
C -0.36 -1.51 -0.04
C -1.21 -1.36 -1.22
Br -1.18 0.32 -2.09
C -2.00 -2.37 -1.61
C -2.95 -2.56 -2.72
C -2.97 -1.83 -3.91
C -3.90 -2.11 -4.90
C -4.83 -3.13 -4.73
C -4.81 -3.87 -3.56
C -3.88 -3.60 -2.58
H 2.49 -2.86 4.34
H 4.72 -2.65 4.53
H 6.67 -1.19 4.07
H 6.36 0.90 2.78
H 4.07 1.51 1.95
H 1.08 0.24 3.12
H 0.97 -1.71 1.94
H -0.47 -2.46 0.49
H -1.94 -3.23 -0.95
H -2.25 -1.05 -4.08
H -3.90 -1.53 -5.81
H -5.56 -3.34 -5.51
H -5.52 -4.68 -3.42
H -3.86 -4.19 -1.67
C 2.38 2.48 -3.68
Ge 2.58 1.96 -1.79
C 4.35 2.61 -1.23
C 2.74 0.02 -1.79
C 1.24 2.83 -0.74
H 3.15 2.02 -4.30
H 2.45 3.57 -3.80
H 1.40 2.16 -4.05
H 5.08 2.51 -2.04
H 4.69 2.02 -0.37
H 4.31 3.66 -0.92
H 3.54 -0.24 -2.50
H 1.82 -0.48 -2.10
H 3.01 -0.34 -0.80
H 1.47 3.88 -0.55
C -5.14 2.81 0.95
N -4.10 2.06 1.64
C -4.42 1.18 2.64
C -3.49 0.40 3.21
C -2.10 0.46 2.74
O -1.25 -0.31 3.18
N -1.83 1.40 1.78
C -2.79 2.18 1.21
O -2.50 2.98 0.32
H -5.92 3.07 1.66
H -5.58 2.22 0.14
H -4.70 3.71 0.53
H -5.46 1.16 2.93
H -3.74 -0.29 4.00
*
```

Here are the Löwdin charges for atoms 1 to 5, given in e:
1 Au 0.940
2 O 0.042
3 C -0.265
4 C -0.047
5 C -0.114


Computed, not measured: a structure of composition C36H31ClF6N2O4ReS2, with ωB97M-V/def2-TZVPD.

Summary:
ΔE to the lowest compared entry with this formula, charge and spin: 5.4 kcal per mole
E_LUMO (spin up / spin down): -6.98 / -6.69 eV
E: -3734.5109 hartree
Kohn-Sham gap (spin up / spin down): 6.5 / 6.5 eV

The geometry in ORCA input format:
```
! wB97M-V def2-TZVPD RIJCOSX def2/J DEFGRID3
* xyz 2 2
Re 0.04 -0.17 -0.04
Cl -3.57 2.07 5.62
C -2.94 1.24 4.25
C -3.84 0.76 3.28
C -3.39 0.11 2.16
C -2.01 -0.04 1.95
O -1.61 -0.65 0.84
C -1.10 0.41 2.95
C 0.27 0.04 2.90
N 0.87 -0.39 1.82
C 2.07 -1.16 1.89
C 2.95 -1.26 2.92
C 4.08 -2.10 2.81
C 4.30 -2.84 1.68
C 3.40 -2.76 0.60
C 3.56 -3.47 -0.61
C 2.65 -3.30 -1.62
C 1.57 -2.44 -1.44
N 1.37 -1.77 -0.31
C 2.28 -1.92 0.71
C -1.60 1.04 4.11
H -4.91 0.90 3.43
H -4.06 -0.26 1.41
H 0.81 0.03 3.84
H 2.82 -0.69 3.83
H 4.77 -2.16 3.64
H 5.16 -3.49 1.61
H 4.40 -4.13 -0.73
H 2.75 -3.82 -2.57
H 0.85 -2.26 -2.23
H -0.92 1.36 4.88
O -0.33 1.81 0.46
S -0.82 3.22 0.79
C -0.52 4.20 -0.72
C -0.33 3.36 -1.99
C 1.14 3.28 -2.39
C 1.40 2.22 -3.46
S 1.62 0.56 -2.73
O 1.37 0.83 -1.20
C 3.37 0.32 -2.77
C 4.17 0.58 -1.67
C 5.53 0.33 -1.77
C 6.07 -0.16 -2.95
C 5.26 -0.42 -4.04
C 3.89 -0.19 -3.96
C -2.58 3.20 0.85
C -3.34 2.58 -0.13
C -4.72 2.62 -0.03
C -5.32 3.28 1.04
C -4.54 3.90 2.01
C -3.16 3.86 1.93
H 0.38 4.78 -0.51
H -1.36 4.88 -0.77
H -0.91 3.80 -2.81
H -0.73 2.35 -1.84
H 1.75 3.05 -1.51
H 1.49 4.24 -2.76
H 2.30 2.41 -4.04
H 0.55 2.11 -4.14
H 3.74 0.97 -0.76
H 6.18 0.54 -0.93
H 7.14 -0.34 -3.02
H 5.68 -0.81 -4.96
H 3.24 -0.41 -4.80
H -2.86 2.07 -0.96
H -5.32 2.14 -0.79
H -6.39 3.32 1.11
H -5.02 4.41 2.84
H -2.54 4.32 2.69
C -2.07 -2.50 -1.85
C -1.90 -1.09 -2.41
O -0.91 -0.34 -1.78
C -1.48 -1.14 -3.90
F -1.19 0.07 -4.39
F -2.40 -1.69 -4.68
F -0.36 -1.88 -4.03
C -3.27 -0.37 -2.30
F -3.22 0.87 -2.83
F -3.61 -0.23 -1.01
F -4.25 -1.04 -2.89
H -1.16 -3.08 -2.02
H -2.89 -3.02 -2.34
H -2.27 -2.44 -0.79
*
```

Here are the Löwdin charges for atoms 1 to 5, given in e:
1 Re 1.702
2 Cl 0.742
3 C -0.657
4 C -0.051
5 C 0.026


Computed, not measured: a cluster of 2 separate species, C4H11NO in total, with ωB97M-V/def2-TZVPD.

Summary:
ΔE to the lowest compared entry with this formula, charge and spin: 46.9 kcal per mole
E_LUMO: 0.72 eV
E: -288.9423 hartree
Kohn-Sham gap: 10.3 eV
Structure (SMILES): C=NCCC.O

The geometry in ORCA input format:
```
! wB97M-V def2-TZVPD RIJCOSX def2/J DEFGRID3
* xyz 0 1
C -1.16 1.44 -1.05
C 0.26 1.41 -0.41
C 0.16 0.66 0.93
C 0.04 -1.51 1.73
N -0.36 -0.69 0.84
H -1.30 2.29 -1.71
H -1.31 0.59 -1.73
H -1.87 1.29 -0.23
H 0.54 2.45 -0.16
H 1.08 0.99 -1.00
H -0.54 1.22 1.55
H 1.21 0.54 1.26
H 1.10 -1.43 2.04
H -0.47 -2.47 1.79
H 0.61 -1.71 -0.80
H 0.70 -2.78 -1.80
O 1.28 -2.27 -1.23
*
```

Here are the Löwdin charges for atoms 1 to 5, given in e:
1 C -0.111
2 C -0.242
3 C -0.275
4 C -0.045
5 N -0.064


Computed, not measured: a structure of composition C44H45CeN2O2P2SSb, with ωB97M-V/def2-TZVPD.

Summary:
ΔE to the lowest compared entry with this formula, charge and spin: 1.9 kcal per mole
E_LUMO: -6.20 eV
E: -3759.5414 hartree
Kohn-Sham gap: 6.9 eV

The geometry in ORCA input format:
```
! wB97M-V def2-TZVPD RIJCOSX def2/J DEFGRID3
* xyz 2 1
Ce -0.15 0.00 -0.03
O -0.08 1.81 1.20
C 0.11 2.04 2.46
C 0.78 3.22 2.88
C 1.01 3.51 4.19
C 0.58 2.64 5.20
C -0.10 1.51 4.85
C -0.35 1.17 3.51
C -1.15 0.01 3.26
N -1.35 -0.52 2.10
C -2.31 -1.61 1.99
C -3.09 -1.42 0.68
N -2.12 -1.44 -0.39
C -2.42 -1.93 -1.54
C -1.46 -2.18 -2.58
C -1.92 -2.61 -3.84
C -1.07 -3.02 -4.83
C 0.30 -3.08 -4.56
C 0.79 -2.67 -3.34
C -0.05 -2.14 -2.33
O 0.48 -1.67 -1.24
H 1.09 3.90 2.10
H 1.52 4.43 4.46
H 0.77 2.87 6.24
H -0.48 0.84 5.62
H -1.66 -0.40 4.15
H -3.01 -1.63 2.84
H -1.77 -2.56 1.94
H -3.62 -0.45 0.70
H -3.85 -2.22 0.56
H -3.45 -2.26 -1.75
H -2.99 -2.61 -4.01
H -1.44 -3.33 -5.79
H 0.99 -3.45 -5.31
H 1.85 -2.72 -3.13
C 3.05 -0.87 2.74
P 2.41 -0.18 1.17
C 3.25 1.47 1.21
C 3.38 -1.05 -0.13
C 4.14 -2.17 0.16
C 4.78 -2.86 -0.86
C 4.68 -2.42 -2.17
C 3.91 -1.30 -2.46
C 3.24 -0.62 -1.46
P 2.10 0.79 -1.79
C 3.33 2.14 -2.13
C 1.61 0.58 -3.55
H 2.72 -1.90 2.86
H 2.61 -0.27 3.54
H 4.14 -0.81 2.80
H 4.24 1.41 0.75
H 3.35 1.77 2.26
H 2.63 2.20 0.71
H 4.23 -2.53 1.17
H 5.36 -3.75 -0.62
H 5.19 -2.94 -2.95
H 3.81 -0.99 -3.49
H 3.98 1.84 -2.95
H 3.95 2.38 -1.27
H 2.76 3.02 -2.41
H 2.48 0.53 -4.21
H 1.01 1.45 -3.84
H 1.00 -0.31 -3.67
S -1.33 1.20 -2.14
Sb -2.44 3.03 -2.93
C -4.11 2.07 -3.86
C -3.83 0.90 -4.56
C -4.87 0.19 -5.12
C -6.18 0.63 -4.97
C -6.45 1.78 -4.25
C -5.41 2.51 -3.69
C -1.07 3.83 -4.36
C -1.25 3.62 -5.71
C -0.25 3.98 -6.60
C 0.93 4.53 -6.13
C 1.11 4.74 -4.77
C 0.11 4.39 -3.88
C -3.05 4.65 -1.65
C -3.85 4.36 -0.55
C -4.27 5.39 0.27
C -3.88 6.70 0.00
C -3.06 6.97 -1.08
C -2.64 5.94 -1.92
H -2.81 0.55 -4.63
H -4.66 -0.72 -5.67
H -6.99 0.07 -5.42
H -7.47 2.10 -4.11
H -5.62 3.41 -3.12
H -2.17 3.18 -6.07
H -0.38 3.80 -7.66
H 1.72 4.79 -6.82
H 2.04 5.16 -4.40
H 0.25 4.52 -2.81
H -4.13 3.34 -0.35
H -4.89 5.17 1.12
H -4.22 7.50 0.64
H -2.75 7.98 -1.28
H -2.01 6.16 -2.77
*
```

Here are the Löwdin charges for atoms 1 to 5, given in e:
1 Ce 0.704
2 O -0.252
3 C -0.345
4 C -0.010
5 C -0.047


Computed, not measured: a cluster of 2 separate species, C4H11OP in total, with ωB97M-V/def2-TZVPD.

Summary:
ΔE to the lowest compared entry with this formula, charge and spin: 51.6 kcal per mole
E_LUMO (spin up / spin down): 1.03 / -1.27 eV
E: -575.3991 hartree
Kohn-Sham gap (spin up / spin down): 7.5 / 7.5 eV

The geometry in ORCA input format:
```
! wB97M-V def2-TZVPD RIJCOSX def2/J DEFGRID3
* xyz 0 3
C -1.33 -1.73 -0.83
C 0.01 1.09 2.72
C 1.20 -0.91 0.03
C -0.03 0.50 -2.23
O 0.77 1.56 1.75
P -0.36 -0.38 -0.67
H -2.25 -1.40 -1.31
H -1.41 -2.47 -0.06
H -0.12 0.06 2.29
H -1.02 1.53 2.87
H 0.50 1.00 3.66
H 1.99 -0.15 -0.37
H 1.27 -0.70 1.14
H 1.51 -1.92 -0.26
H -0.95 0.63 -2.98
H 0.45 1.45 -2.10
H 0.81 -0.04 -2.63
*
```

Here are the Löwdin charges for atoms 1 to 5, given in e:
1 C -0.299
2 C -0.253
3 C -0.311
4 C -0.289
5 O -0.062


Computed, not measured: a structure of composition C42H59Br2N6SeSi3Y, with ωB97M-V/def2-TZVPD.

Summary:
ΔE to the lowest compared entry with this formula, charge and spin: 2.2 kcal per mole
E_LUMO: -1.03 eV
E: -10420.9139 hartree
Kohn-Sham gap: 5.2 eV

The geometry in ORCA input format:
```
! wB97M-V def2-TZVPD RIJCOSX def2/J DEFGRID3
* xyz 0 1
Y 0.00 0.25 -0.01
C 3.42 1.05 1.27
Si 2.37 0.35 2.66
C 3.33 -1.18 3.20
C 2.44 1.64 4.02
N 0.77 -0.01 2.08
C -0.15 -0.60 2.97
C 0.13 -0.84 4.32
C -0.76 -1.48 5.17
C -1.98 -1.91 4.68
C -2.30 -1.66 3.35
C -1.44 -0.99 2.47
N -1.77 -0.67 1.15
Si -3.30 -1.13 0.51
C -3.48 -3.00 0.30
C -3.54 -0.43 -1.23
C -4.80 -0.43 1.42
H 4.43 1.16 1.67
H 3.10 2.02 0.89
H 3.49 0.39 0.40
H 4.34 -0.88 3.52
H 3.44 -1.86 2.36
H 2.87 -1.74 4.02
H 3.43 2.10 4.05
H 2.22 1.26 5.02
H 1.71 2.42 3.83
H 1.08 -0.52 4.73
H -0.49 -1.64 6.21
H -2.69 -2.43 5.31
H -3.26 -2.01 2.99
H -2.64 -3.38 -0.28
H -4.40 -3.25 -0.24
H -3.49 -3.54 1.24
H -3.14 -1.06 -2.03
H -3.12 0.58 -1.34
H -4.61 -0.34 -1.40
H -4.80 -0.57 2.50
H -5.71 -0.89 1.02
H -4.86 0.64 1.22
Br -2.42 -0.70 -6.69
C -1.67 -0.41 -4.98
C -1.68 0.85 -4.43
C -1.14 0.99 -3.16
N -0.63 -0.02 -2.47
C -0.59 -1.23 -3.03
C -1.12 -1.48 -4.29
C 0.05 -2.30 -2.22
C 0.32 -3.57 -2.72
C 0.94 -4.48 -1.89
Br 1.33 -6.21 -2.54
C 1.29 -4.14 -0.60
C 0.99 -2.85 -0.18
N 0.39 -1.96 -0.97
H -2.09 1.70 -4.95
H -1.10 1.96 -2.68
H -1.11 -2.46 -4.73
H 0.07 -3.84 -3.73
H 1.77 -4.84 0.07
H 1.22 -2.52 0.83
C 4.27 4.67 -1.62
Si 3.47 3.50 -2.84
C 2.55 4.49 -4.15
C 4.79 2.44 -3.67
C 2.30 2.42 -1.94
C 1.56 1.67 -1.31
H 4.91 5.40 -2.12
H 4.88 4.12 -0.90
H 3.51 5.22 -1.05
H 3.25 5.09 -4.74
H 1.82 5.16 -3.69
H 2.02 3.82 -4.83
H 5.55 3.06 -4.13
H 4.35 1.81 -4.44
H 5.27 1.80 -2.93
C -4.82 4.23 4.73
C -4.48 4.24 3.25
C -4.20 2.85 2.67
C -2.88 2.22 3.11
N -1.71 3.08 2.89
C -1.10 3.28 1.71
Se -1.76 2.67 0.07
N 0.00 4.02 1.91
C 0.97 4.44 0.91
C 0.83 5.91 0.53
C -0.41 6.18 -0.32
C -0.26 5.68 -1.75
C 0.07 4.37 3.25
C 0.99 5.13 3.96
C 0.81 5.22 5.33
C -0.25 4.57 5.97
C -1.17 3.82 5.26
C -0.99 3.73 3.89
H -5.04 5.23 5.10
H -4.01 3.83 5.34
H -5.71 3.61 4.91
H -3.61 4.89 3.07
H -5.30 4.68 2.69
H -4.20 2.89 1.58
H -5.00 2.16 2.96
H -2.69 1.28 2.58
H -2.89 1.99 4.18
H 0.85 3.80 0.04
H 1.96 4.23 1.33
H 1.72 6.19 -0.04
H 0.84 6.54 1.43
H -0.63 7.25 -0.31
H -1.28 5.70 0.15
H 0.56 6.21 -2.25
H -1.17 5.85 -2.33
H -0.04 4.62 -1.78
H 1.83 5.60 3.47
H 1.51 5.80 5.92
H -0.35 4.66 7.04
H -1.97 3.30 5.77
*
```

Here are the Löwdin charges for atoms 1 to 5, given in e:
1 Y 1.213
2 C -0.194
3 Si 0.364
4 C -0.173
5 C -0.154


Computed, not measured: an isolated molecule of C5H2O, with ωB97M-V/def2-TZVPD.

Summary:
ΔE to the lowest compared entry with this formula, charge and spin: 6.4 kcal per mole
E_LUMO: -0.59 eV
E: -266.8086 hartree
Kohn-Sham gap: 10.1 eV
Structure (SMILES): C#CC(=O)C#C

The geometry in ORCA input format:
```
! wB97M-V def2-TZVPD RIJCOSX def2/J DEFGRID3
* xyz 0 1
O 0.11 -1.96 -0.43
C -0.01 -0.79 -0.16
C 1.17 0.03 -0.01
C 2.28 0.51 0.04
C -1.29 -0.12 0.02
C -2.32 0.49 0.18
H 3.30 0.80 0.05
H -3.23 1.04 0.32
*
```

Here are the Löwdin charges for atoms 1 to 5, given in e:
1 O 0.121
2 C -0.458
3 C -0.035
4 C 0.160
5 C -0.033


Computed, not measured: a structure of composition C13H16AlNO2S2Te, with ωB97M-V/def2-TZVPD.

Summary:
ΔE to the lowest compared entry with this formula, charge and spin: 0.0 kcal per mole
E_LUMO: 4.74 eV
E: -2017.1669 hartree
Kohn-Sham gap: 5.1 eV

The geometry in ORCA input format:
```
! wB97M-V def2-TZVPD RIJCOSX def2/J DEFGRID3
* xyz -2 1
Al 0.16 -0.46 -1.44
C -0.15 -3.61 3.03
O -0.46 -2.84 1.89
C -1.06 -3.46 0.83
S -1.45 -5.08 0.87
S -1.37 -2.44 -0.46
H 0.87 -3.36 3.36
H -0.21 -4.68 2.79
H -0.86 -3.39 3.83
C -2.49 2.36 -2.26
C -2.39 1.23 -1.22
C -2.39 1.82 0.20
C -3.59 0.28 -1.38
O -1.22 0.53 -1.42
H -3.43 2.90 -2.18
H -2.40 1.93 -3.26
H -1.66 3.05 -2.12
H -3.30 2.37 0.41
H -1.53 2.48 0.30
H -2.27 1.00 0.91
H -4.53 0.79 -1.15
H -3.46 -0.57 -0.71
H -3.62 -0.11 -2.40
Te 1.37 -1.65 -3.21
N 6.48 1.96 1.56
C 5.45 1.59 1.16
C 4.21 1.17 0.69
C 3.48 0.16 1.35
C 2.27 -0.25 0.87
C 1.66 0.30 -0.28
C 2.42 1.30 -0.92
C 3.64 1.73 -0.48
H 3.90 -0.28 2.26
H 1.72 -1.02 1.41
H 2.01 1.74 -1.83
H 4.19 2.51 -1.00
*
```

Here are the Löwdin charges for atoms 1 to 5, given in e:
1 Al -0.451
2 C -0.175
3 O -0.262
4 C -1.338
5 S 0.483